1.
132
Properties=species:S:1:pos:R:3 method="wB97M-V/def2-TZVPD" e_above_lowest_kcal_mol=82.9 largest_force_ev_per_a=3.51 homo_ha=-0.302 homo_lumo_gap_ev=8.67 e_lumo_ev=0.5
C -1.76 -20.15 -5.76
C -3.16 -20.18 -5.14
C -3.95 -21.38 -5.80
C -2.93 -20.46 -3.66
C -4.16 -20.26 -2.72
C -4.82 -18.91 -2.95
C -5.12 -18.58 -4.46
C -6.34 -19.45 -4.84
C -5.39 -17.03 -4.60
N -3.87 -18.82 -5.24
O -4.14 -18.64 -6.67
H -1.70 -19.89 -6.79
H -1.10 -19.39 -5.23
H -1.32 -21.16 -5.68
H -4.77 -21.74 -5.15
H -4.47 -21.09 -6.69
H -3.24 -22.19 -5.99
H -2.50 -21.44 -3.59
H -2.10 -19.88 -3.23
H -4.83 -21.15 -2.74
H -3.76 -20.31 -1.66
H -4.13 -18.07 -2.63
H -5.75 -18.77 -2.30
H -6.31 -20.38 -4.33
H -6.43 -19.57 -5.98
H -7.25 -18.91 -4.54
H -5.69 -16.74 -5.67
H -4.51 -16.53 -4.28
H -6.21 -16.78 -3.92
H -3.93 -17.68 -6.87
C 3.11 -16.95 -6.54
C 2.77 -18.45 -6.83
C 1.90 -19.05 -5.69
C 2.01 -18.47 -8.10
C 2.76 -18.19 -9.34
C 4.00 -19.14 -9.43
C 4.83 -19.19 -8.12
C 5.72 -20.40 -8.23
C 5.62 -17.86 -8.09
N 3.99 -19.25 -6.93
O 4.76 -18.99 -5.78
H 2.25 -16.41 -6.13
H 3.87 -16.82 -5.80
H 3.32 -16.42 -7.48
H 1.69 -20.03 -6.08
H 2.27 -19.03 -4.68
H 0.89 -18.60 -5.77
H 1.58 -19.51 -8.09
H 1.15 -17.81 -7.99
H 2.08 -18.40 -10.24
H 3.08 -17.13 -9.31
H 4.68 -18.73 -10.20
H 3.66 -20.14 -9.67
H 5.27 -21.37 -8.08
H 6.54 -20.33 -7.46
H 6.24 -20.30 -9.16
H 5.88 -17.59 -7.05
H 5.10 -17.01 -8.53
H 6.57 -18.01 -8.61
H 5.21 -19.79 -5.50
C -1.52 -29.79 -1.29
C -2.03 -28.42 -1.74
C -3.39 -28.02 -1.14
O -1.06 -27.37 -1.46
H -1.58 -29.77 -0.24
H -0.43 -29.92 -1.54
H -1.96 -30.65 -1.81
H -2.11 -28.48 -2.82
H -4.23 -28.54 -1.51
H -3.60 -26.99 -1.32
H -3.38 -28.11 -0.04
H -0.18 -27.82 -1.38
C 1.98 -28.84 1.04
C 2.62 -28.15 -0.13
C 3.35 -29.08 -1.09
O 1.71 -27.44 -0.95
H 2.64 -29.64 1.32
H 1.10 -29.34 0.72
H 1.83 -28.19 1.88
H 3.43 -27.48 0.23
H 4.07 -28.53 -1.67
H 2.60 -29.40 -1.82
H 3.74 -29.93 -0.60
H 1.74 -26.47 -0.80
C -3.13 -26.60 -10.54
C -2.37 -27.96 -10.62
C -1.18 -27.94 -11.52
O -1.94 -28.37 -9.30
H -4.05 -26.68 -9.92
H -3.38 -26.33 -11.53
H -2.48 -25.82 -10.09
H -3.00 -28.71 -11.02
H -0.84 -26.90 -11.61
H -1.49 -28.24 -12.53
H -0.41 -28.64 -11.18
H -1.86 -27.59 -8.79
C -3.70 -25.80 -4.57
C -4.82 -25.29 -5.51
C -4.24 -25.35 -6.99
O -5.82 -26.27 -5.37
H -4.12 -25.97 -3.55
H -2.86 -25.08 -4.64
H -3.35 -26.75 -4.92
H -4.99 -24.22 -5.37
H -4.97 -25.16 -7.82
H -3.90 -26.28 -7.33
H -3.43 -24.64 -7.15
H -6.60 -26.09 -5.88
C 3.52 -25.50 -3.14
C 2.44 -25.97 -4.08
C 2.72 -25.77 -5.53
O 2.16 -27.36 -3.81
H 3.71 -24.45 -3.30
H 4.49 -25.90 -3.21
H 3.26 -25.61 -2.09
H 1.53 -25.35 -3.80
H 1.89 -25.90 -6.18
H 3.33 -26.52 -5.99
H 3.23 -24.79 -5.76
H 1.98 -27.52 -2.87
C 0.57 -22.74 -1.23
C -0.27 -23.85 -0.82
C -1.65 -23.88 -1.45
O 0.43 -25.00 -1.26
H 1.47 -22.67 -0.70
H 0.00 -21.89 -0.87
H 0.68 -22.83 -2.26
H -0.54 -23.91 0.23
H -1.66 -23.79 -2.54
H -2.22 -23.12 -1.01
H -2.28 -24.73 -1.26
H -0.24 -25.63 -1.58


2.
141
Properties=species:S:1:pos:R:3 method="wB97M-V/def2-TZVPD" e_above_lowest_kcal_mol=20.2 largest_force_ev_per_a=2.28 homo_ha=-0.288 homo_lumo_gap_ev=8.24 e_lumo_ev=0.4
C 3.10 -20.30 -7.14
C 1.98 -21.19 -6.58
C 2.11 -21.17 -5.05
C 0.70 -20.56 -7.13
C -0.49 -21.51 -7.11
C -0.07 -22.85 -7.75
C 1.19 -23.56 -7.21
C 0.86 -24.10 -5.80
C 1.54 -24.58 -8.31
N 2.23 -22.54 -7.13
O 3.47 -23.07 -6.70
H 4.10 -20.62 -6.81
H 3.15 -20.50 -8.22
H 3.02 -19.24 -6.95
H 1.17 -21.56 -4.67
H 2.98 -21.70 -4.66
H 2.24 -20.13 -4.72
H 0.47 -19.70 -6.48
H 0.82 -20.02 -8.08
H -0.73 -21.62 -6.05
H -1.41 -21.07 -7.50
H -0.13 -22.76 -8.83
H -0.94 -23.50 -7.60
H 1.78 -24.30 -5.26
H 0.30 -25.04 -5.87
H 0.25 -23.44 -5.18
H 0.69 -25.26 -8.38
H 2.38 -25.24 -8.07
H 1.77 -24.06 -9.24
H 3.97 -23.06 -7.52
C 8.07 -14.41 -11.46
C 7.12 -15.61 -11.35
C 5.66 -15.28 -11.70
C 7.64 -16.61 -12.40
C 7.21 -18.09 -12.19
C 7.48 -18.54 -10.76
C 6.88 -17.59 -9.72
C 5.35 -17.87 -9.59
C 7.57 -17.93 -8.40
N 7.19 -16.21 -10.03
O 6.80 -15.27 -9.04
H 8.12 -14.06 -12.50
H 7.78 -13.58 -10.82
H 9.10 -14.70 -11.25
H 5.11 -16.21 -11.84
H 5.12 -14.71 -10.94
H 5.52 -14.66 -12.59
H 7.23 -16.33 -13.37
H 8.73 -16.62 -12.37
H 6.14 -18.19 -12.42
H 7.68 -18.75 -12.92
H 8.55 -18.63 -10.59
H 6.98 -19.51 -10.67
H 4.77 -16.95 -9.48
H 5.03 -18.34 -8.66
H 4.93 -18.46 -10.41
H 7.49 -18.99 -8.17
H 7.08 -17.35 -7.61
H 8.62 -17.63 -8.34
H 7.66 -14.94 -8.76
C -0.06 -17.13 -10.44
O -0.95 -16.98 -11.53
C -0.86 -18.12 -12.40
C -1.67 -17.89 -13.67
C -1.56 -19.03 -14.69
N -1.19 -16.69 -14.34
H 0.96 -17.33 -10.75
H -0.43 -17.92 -9.77
H -0.21 -16.20 -9.88
H 0.18 -18.41 -12.58
H -1.29 -18.93 -11.79
H -2.70 -17.61 -13.43
H -2.01 -19.98 -14.39
H -0.54 -19.22 -15.01
H -2.09 -18.69 -15.58
H -1.30 -15.91 -13.68
H -0.20 -16.66 -14.54
C 6.06 -25.71 -8.25
O 5.41 -24.46 -8.31
C 5.61 -23.64 -9.44
C 6.98 -23.00 -9.59
C 7.31 -22.05 -8.41
N 7.01 -22.18 -10.82
H 5.85 -26.07 -7.24
H 7.15 -25.62 -8.32
H 5.70 -26.44 -8.98
H 5.34 -24.21 -10.33
H 4.82 -22.88 -9.43
H 7.74 -23.78 -9.67
H 7.23 -22.76 -7.58
H 6.57 -21.25 -8.38
H 8.29 -21.59 -8.48
H 7.70 -21.45 -10.74
H 6.18 -21.60 -10.96
C 2.32 -22.91 -14.12
O 3.65 -22.92 -13.68
C 4.55 -23.47 -14.65
C 5.93 -23.48 -14.05
C 7.01 -24.05 -14.95
N 5.94 -24.21 -12.80
H 1.61 -23.05 -13.31
H 2.13 -23.78 -14.77
H 2.08 -22.11 -14.84
H 4.23 -24.49 -14.88
H 4.44 -22.91 -15.58
H 6.18 -22.42 -13.87
H 6.89 -25.12 -15.17
H 7.98 -23.98 -14.45
H 7.10 -23.47 -15.87
H 5.10 -24.04 -12.25
H 6.62 -23.75 -12.18
O 4.09 -21.45 -11.39
C 3.03 -20.57 -11.06
C 1.83 -21.27 -10.48
O 0.88 -20.24 -10.22
H 3.97 -21.74 -12.32
H 3.32 -19.81 -10.33
H 2.78 -20.04 -11.99
H 2.05 -21.71 -9.50
H 1.44 -22.11 -11.07
H 0.00 -20.57 -9.98
O -0.50 -25.14 -11.73
C -0.78 -24.47 -10.50
C -2.24 -24.02 -10.47
O -2.48 -22.92 -11.36
H 0.02 -25.94 -11.58
H -0.57 -25.15 -9.67
H -0.05 -23.66 -10.41
H -2.55 -23.74 -9.47
H -2.81 -24.82 -10.95
H -2.22 -23.16 -12.25
O -1.69 -20.89 -9.38
C -2.70 -20.03 -8.86
C -4.00 -20.15 -9.67
O -4.65 -21.38 -9.35
H -2.14 -21.59 -9.87
H -2.90 -20.19 -7.80
H -2.42 -18.98 -8.97
H -3.81 -20.03 -10.74
H -4.62 -19.31 -9.35
H -5.49 -21.11 -8.97


3.
145
Properties=species:S:1:pos:R:3 method="wB97M-V/def2-TZVPD" largest_force_ev_per_a=4.13 spin_multiplicity=6 homo_ha="-0.430 / -0.430" charge=+2 homo_lumo_gap_ev="6.93 / 2.33" e_lumo_ev="-4.8 / -9.4"
Cr -13.99 -10.84 26.99
C -17.82 -9.35 27.42
C -16.42 -9.93 27.37
O -16.14 -11.01 26.82
O -15.42 -9.34 27.87
H -18.62 -10.07 27.24
H -17.88 -8.58 26.66
H -18.08 -8.95 28.40
C -16.03 -7.77 31.70
C -15.43 -6.52 31.05
C -16.09 -5.95 29.79
O -15.29 -5.45 31.97
H -15.31 -8.29 32.34
H -16.23 -8.45 30.86
H -16.92 -7.53 32.27
H -14.41 -6.80 30.79
H -16.90 -5.25 30.00
H -16.62 -6.61 29.11
H -15.43 -5.37 29.16
H -15.26 -4.60 31.53
C -18.85 -7.48 24.15
C -18.77 -6.09 24.77
C -17.68 -5.13 24.11
O -20.08 -5.56 24.65
H -19.37 -8.22 24.77
H -17.84 -7.84 23.96
H -19.38 -7.44 23.20
H -18.53 -6.05 25.83
H -16.73 -5.62 23.90
H -17.45 -4.34 24.82
H -18.04 -4.63 23.22
H -20.70 -6.11 25.12
C -14.24 -10.87 30.94
C -13.41 -11.87 30.09
C -13.01 -13.10 30.93
O -12.17 -13.89 30.13
C -11.61 -15.10 30.68
N -14.18 -12.13 28.93
H -14.39 -9.94 30.39
H -13.68 -10.59 31.84
H -15.17 -11.28 31.32
H -12.50 -11.32 29.84
H -13.86 -13.75 31.16
H -12.45 -12.79 31.81
H -11.14 -14.92 31.64
H -10.87 -15.45 29.96
H -12.38 -15.87 30.71
H -15.05 -12.60 29.13
H -13.63 -12.87 28.52
C -24.93 -6.51 23.19
O -24.21 -6.86 24.38
C -23.61 -5.74 25.12
C -22.96 -6.25 26.47
N -21.83 -7.17 26.23
C -21.23 -7.74 27.43
C -21.47 -9.28 27.52
O -21.27 -9.91 26.29
C -21.20 -11.31 26.48
H -25.81 -5.90 23.42
H -25.27 -7.41 22.68
H -24.36 -5.93 22.47
H -24.35 -4.95 25.26
H -22.82 -5.33 24.48
H -23.72 -6.77 27.04
H -22.63 -5.40 27.06
H -22.17 -7.95 25.69
H -21.46 -7.19 28.34
H -20.14 -7.66 27.33
H -22.44 -9.43 28.00
H -20.80 -9.70 28.28
H -20.26 -11.53 26.98
H -21.20 -11.79 25.50
H -22.08 -11.73 26.98
C -14.60 -6.31 26.29
O -13.79 -5.22 26.67
C -12.84 -5.56 27.68
C -11.94 -4.42 28.06
N -12.52 -3.40 28.88
C -12.58 -3.77 30.31
C -13.57 -2.85 31.02
O -14.95 -3.04 30.49
C -15.90 -2.32 31.31
H -15.33 -6.02 25.54
H -15.13 -6.73 27.14
H -14.00 -7.12 25.86
H -12.23 -6.38 27.32
H -13.39 -5.97 28.53
H -11.60 -3.90 27.16
H -10.99 -4.81 28.41
H -13.47 -3.11 28.69
H -11.64 -3.83 30.86
H -13.07 -4.75 30.36
H -13.35 -1.79 30.91
H -13.49 -3.06 32.08
H -15.63 -1.28 31.50
H -16.10 -2.80 32.27
H -16.83 -2.21 30.76
C -23.28 -12.42 35.85
O -22.16 -11.62 35.59
C -20.94 -11.92 36.27
C -19.86 -10.97 35.76
N -19.40 -11.32 34.38
C -18.26 -10.51 34.01
C -17.77 -11.01 32.66
O -18.88 -11.01 31.73
C -18.53 -11.42 30.43
H -24.21 -11.86 35.69
H -23.48 -12.67 36.89
H -23.23 -13.40 35.38
H -20.73 -12.98 36.12
H -21.08 -11.87 37.35
H -19.01 -10.98 36.44
H -20.16 -9.92 35.79
H -20.13 -11.07 33.74
H -17.48 -10.54 34.77
H -18.60 -9.49 33.85
H -17.24 -11.96 32.75
H -17.03 -10.29 32.32
H -18.13 -12.44 30.47
H -17.69 -10.85 30.02
H -19.40 -11.58 29.79
C -15.32 -9.75 24.06
O -14.22 -10.37 24.80
C -13.62 -11.28 23.89
C -12.83 -12.32 24.76
N -13.52 -12.80 25.96
C -14.58 -13.73 25.52
C -15.28 -14.48 26.66
O -14.48 -14.90 27.73
C -15.26 -15.55 28.77
H -16.02 -10.49 23.68
H -15.04 -9.21 23.16
H -15.83 -9.02 24.70
H -12.98 -10.63 23.29
H -14.30 -11.76 23.19
H -11.97 -11.72 25.04
H -12.33 -13.05 24.13
H -12.83 -13.35 26.45
H -14.05 -14.40 24.83
H -15.33 -13.21 24.92
H -15.77 -15.30 26.14
H -16.03 -13.79 27.06
H -15.88 -16.37 28.41
H -15.86 -14.74 29.19
H -14.67 -15.87 29.62